(1)
The following is a quantum chemistry calculation of C59H113AgN4O15 as an isolated structure, from the OMol25 dataset.

Element x y z (Å)
Ag 5.254 10.648 13.917
O 4.936 12.824 18.115
O 6.488 9.207 15.170
O 5.952 14.164 19.570
O 6.262 14.562 15.535
O 4.405 9.170 12.319
O 11.287 3.172 16.388
O 6.883 5.582 23.047
O 3.210 2.220 13.721
O 1.010 10.949 16.221
O 12.046 13.026 15.621
O 7.199 10.419 12.003
O 6.294 12.493 14.610
O 12.106 11.470 13.886
O 9.080 10.572 10.681
O 3.507 7.333 11.316
N 3.613 1.651 14.872
N 1.234 10.467 17.537
N 6.165 5.117 21.927
N 11.755 4.424 16.128
C 7.833 13.021 16.502
C 5.579 11.877 20.171
C 4.179 3.838 20.980
C 7.148 8.622 16.278
C 5.516 2.962 22.896
C 10.236 8.842 11.692
C 5.510 7.564 21.455
C 3.842 7.173 13.657
C 12.293 5.120 17.274
C 12.385 10.770 16.240
C 11.692 6.481 14.772
C 3.049 6.048 11.665
C 3.339 -0.567 13.624
C 9.459 5.327 15.463
C 4.203 2.638 15.766
C 4.448 -0.385 15.907
C 8.081 14.410 17.041
C 8.366 10.089 11.732
C 5.470 3.440 15.273
C 10.979 5.148 15.050
C 11.088 4.329 13.736
C 0.789 10.651 19.972
C 5.754 0.449 13.859
C 4.513 1.857 17.086
C 12.651 11.728 17.443
C 6.805 15.194 16.627
C 4.700 11.402 17.950
C 7.554 6.480 20.497
C 5.175 5.747 19.664
C 2.466 8.497 16.739
C 3.128 3.583 16.213
C 5.562 13.050 19.279
C 3.996 7.985 12.402
C 12.295 13.122 17.033
C 4.270 0.308 14.523
C 13.021 6.429 16.820
C 6.090 6.202 20.932
C -1.084 11.038 18.284
C 12.151 7.316 15.903
C 10.364 10.004 10.717
C 12.244 11.758 15.081
C 6.709 13.281 15.482
C 9.183 9.317 12.642
C 0.854 12.695 18.605
C 5.010 4.267 22.242
C 4.009 4.884 23.155
C 1.555 8.448 19.052
C -0.148 8.323 17.029
C 0.459 11.188 18.557
C 5.251 0.470 16.922
C 0.658 9.148 20.143
C 6.689 7.191 16.532
C 5.241 10.774 19.240
C 1.209 8.956 17.613
C 3.897 5.006 20.095
C 8.648 8.716 16.326
C 3.169 5.943 13.168
C 11.154 5.573 18.311
C 13.330 4.245 17.963
H 9.019 8.453 17.317
H 2.649 7.424 16.688
H 9.185 7.992 15.713
H 2.053 5.785 11.310
H -1.736 11.827 18.659
H 5.395 11.056 17.184
H 4.814 6.898 14.065
H 4.503 10.193 19.793
H 0.207 11.087 20.784
H 5.369 3.564 14.195
H 6.875 9.143 17.196
H 11.077 10.701 11.158
H 8.972 5.854 14.642
H 12.015 3.786 13.553
H 1.298 7.409 19.256
H 11.415 7.855 16.501
H 4.774 7.433 22.248
H 5.310 -0.077 17.863
H 10.857 5.004 12.912
H 1.807 10.953 20.217
H 13.283 10.153 16.208
H 3.257 3.384 21.343
H -1.003 8.377 17.703
H 11.014 7.153 14.246
H 3.671 -1.605 13.608
H 4.671 2.293 23.061
H 3.415 9.019 16.858
H 9.214 5.695 16.460
H 4.541 5.354 23.982
H 12.097 11.368 18.310
H 3.675 11.044 17.857
H 2.156 8.727 15.719
H 12.974 3.485 18.658
H 3.340 4.322 16.986
H 7.407 12.492 17.354
H 12.556 6.297 14.133
H 2.140 3.141 16.345
H 3.486 -0.237 12.596
H 9.042 9.705 16.089
H 5.172 2.479 17.693
H 4.651 3.143 20.285
H 3.722 5.292 11.260
H 1.928 12.855 18.701
H 9.619 9.956 13.410
H 13.976 6.216 16.338
H 2.277 2.374 13.883
H 3.503 -0.723 16.332
H 8.752 8.466 13.168
H 6.213 2.602 22.139
H 6.274 -0.457 13.547
H 14.146 4.812 18.411
H -0.374 8.801 20.079
H 3.586 1.576 17.586
H 9.050 14.761 16.687
H -1.302 10.879 17.228
H 5.639 4.424 15.711
H 7.141 6.715 17.403
H 2.313 -0.384 13.946
H 7.006 6.499 15.752
H 6.344 2.847 15.542
H 6.247 8.099 22.054
H 6.037 3.097 23.843
H 5.608 7.183 16.673
H 0.264 13.261 19.326
H -0.042 7.308 16.646
H 10.378 4.809 18.248
H 3.345 4.162 23.629
H 7.520 7.212 19.690
H 11.168 8.692 12.236
H 4.988 6.529 18.928
H 2.153 5.944 13.563
H 5.749 5.047 19.056
H 9.949 7.964 11.113
H 1.881 11.016 15.824
H 13.089 13.830 17.269
H 8.095 14.199 18.110
H 12.775 8.080 15.439
H 4.831 11.994 20.954
H 6.485 1.001 14.450
H 10.322 3.558 13.649
H 5.664 1.148 13.028
H 9.049 4.323 15.574
H 13.694 11.722 17.758
H 11.757 2.683 15.709
H 13.226 7.082 17.669
H 3.481 4.711 19.131
H 10.685 6.546 18.167
H 3.126 5.695 20.441
H 11.556 10.100 16.467
H 8.178 5.678 20.102
H 3.015 4.250 15.359
H 7.532 4.880 23.137
H 0.621 13.201 17.668
H 10.631 9.689 9.709
H 3.426 7.762 14.475
H 5.136 -1.202 15.690
H -0.404 8.922 16.154
H 3.579 4.975 13.457
H 11.368 13.346 17.563
H 2.609 8.596 19.286
H 1.086 8.862 21.103
H 6.287 0.549 16.589
H 5.162 8.306 20.737
H 13.680 3.543 17.207
H 5.979 15.185 17.338
H 6.530 11.661 20.658
H -1.476 10.212 18.877
H 11.545 5.660 19.324
H 3.479 5.739 22.734
H 8.171 6.866 21.309
H 8.710 12.451 16.193
H 6.999 16.262 16.531
H 6.185 10.322 18.937

Forces on atoms 1 to 2 (eV/Å):
0.141 0.005 -0.868
-0.626 -0.978 -0.556

Summary:
HOMO (alpha / beta): -11.64 / -11.64 eV
gap between HOMO and LUMO (alpha / beta): 7.37 / 2.75 eV
spin multiplicity: 3
expectation value of S²: 2.01
total charge: +2

Atomic partial charges in e from the Mulliken method, atoms 1 to 8: 0.56, -0.44, 0.76, -0.59, -0.33, -0.58, -0.42, -0.34



(2)
The following is a quantum chemistry calculation of a 9-piece molecular cluster, C59H134N8O9 overall, from the OMol25 dataset.

Element x y z (Å)
O 43.818 -0.694 -7.457
O 32.346 -2.144 -2.927
O 44.547 -16.270 -3.231
O 46.113 -12.309 3.495
O 43.358 -1.979 -1.065
O 35.423 -3.964 4.887
O 38.815 -6.516 -2.436
O 32.845 -15.220 -3.168
O 37.889 -6.827 -15.527
N 32.308 -13.995 -3.495
N 45.423 -16.425 -4.354
N 32.004 -0.906 -2.375
N 43.276 -12.448 2.465
N 44.477 -1.484 -0.386
N 46.673 -0.290 -6.287
N 36.985 -5.892 6.567
N 37.694 -6.385 -14.273
C 37.894 -3.862 -14.679
C 36.040 -8.250 -13.853
C 39.921 -5.242 -14.003
C 46.641 -2.070 0.810
C 44.300 -0.157 0.309
C 31.431 -11.728 -2.700
C 32.712 0.254 -2.995
C 35.887 -5.206 4.391
C 32.115 -11.077 -3.861
C 46.001 -15.179 -4.808
C 44.522 -3.456 1.216
C 36.343 -6.729 -13.732
C 39.241 -7.451 -4.550
C 38.393 -5.119 -13.849
C 42.852 -14.262 3.832
C 30.446 0.403 -1.049
C 47.290 -17.792 -3.135
C 32.144 -12.041 -5.067
C 30.982 1.685 -1.674
C 47.542 -1.667 -8.053
C 47.908 -16.503 -6.018
C 36.763 -4.937 -11.839
C 43.739 -13.063 3.604
C 38.217 -4.843 -12.345
C 44.874 -14.194 -5.216
C 46.846 -15.428 -6.088
C 43.717 0.603 -8.000
C 45.313 -2.603 0.149
C 30.912 -13.925 -1.513
C 37.190 -5.727 5.143
C 43.166 -0.227 1.387
C 43.809 0.886 -0.731
C 36.320 -6.330 -12.174
C 32.822 -13.438 -4.813
C 32.489 1.496 -2.061
C 34.245 0.025 -2.930
C 37.622 -7.076 4.629
C 45.828 -3.614 -0.934
C 30.610 -0.850 -1.820
C 39.158 -7.721 -3.067
C 45.353 -18.835 -4.432
C 46.877 -14.489 -3.758
C 47.195 -17.764 -5.597
C 45.191 -13.411 3.562
C 46.277 -17.652 -4.346
C 30.427 -2.054 -0.828
C 33.346 -13.082 -1.525
C 46.055 -11.416 4.589
C 29.489 -0.889 -2.890
C 36.124 -2.863 4.336
C 46.367 -0.733 -7.628
C 45.661 0.375 0.840
C 44.940 -1.428 -7.782
C 35.216 -5.983 -14.411
C 32.015 -13.177 -2.319
C 32.601 -14.378 -6.010
C 34.313 -13.181 -4.845
C 46.593 -0.706 1.534
C 32.295 0.378 -4.483
H 38.521 -3.822 -12.113
H 35.433 -4.919 -14.321
H 43.724 0.595 -9.090
H 44.869 -19.068 -3.483
H 33.117 -14.052 -6.913
H 45.919 -19.757 -4.561
H 32.963 1.043 -5.031
H 30.419 1.896 -2.583
H 46.167 -11.945 5.535
H 35.297 -6.391 -11.803
H 47.236 -14.478 -6.454
H 33.296 -12.432 -0.651
H 43.599 -12.416 4.470
H 34.880 0.878 -3.172
H 45.477 1.164 1.568
H 32.775 -11.428 -5.710
H 46.439 -1.029 -5.639
H 33.276 1.525 -1.307
H 45.154 -10.802 4.599
H 46.878 -10.712 4.465
H 29.647 -0.088 -3.612
H 36.582 -6.815 6.643
H 42.930 -14.852 4.745
H 31.258 -2.141 -0.128
H 46.225 -0.934 2.535
H 44.440 -2.873 2.134
H 40.006 -6.735 -4.851
H 31.581 -14.734 -6.147
H 34.181 -12.690 -2.105
H 39.521 -5.881 -2.579
H 34.946 -14.063 -4.754
H 37.970 -4.968 5.081
H 33.128 -15.290 -5.728
H 43.162 -1.209 1.860
H 47.331 -13.545 -4.059
H 47.896 -18.581 -5.426
H 47.663 -18.815 -3.095
H 40.141 -8.029 -2.709
H 33.174 -10.880 -3.694
H 47.560 -1.909 -9.115
H 29.575 -1.709 -3.603
H 36.766 -7.747 4.562
H 44.975 -4.425 1.425
H 48.027 -16.991 -3.082
H 44.651 1.145 -1.373
H 37.208 -2.981 4.352
H 45.003 -4.189 -1.353
H 48.402 -16.563 -6.988
H 43.868 -11.660 2.246
H 36.876 -4.666 -10.789
H 30.855 2.577 -1.061
H 47.606 -0.315 1.632
H 38.286 -7.591 5.323
H 47.757 -15.028 -3.408
H 46.554 -4.322 -0.535
H 43.394 0.472 2.193
H 44.568 -18.785 -5.186
H 43.496 -3.546 0.859
H 36.250 -5.255 6.841
H 34.601 -12.776 -5.816
H 47.383 -1.999 0.015
H 43.511 -13.044 1.684
H 38.688 -3.121 -14.780
H 48.488 -1.198 -7.784
H 45.269 -13.271 -5.642
H 44.531 1.261 -7.695
H 31.680 -10.152 -4.238
H 46.217 0.819 0.014
H 46.178 0.555 -6.041
H 46.632 -18.055 -6.484
H 36.005 -2.627 3.279
H 44.178 -14.609 -5.946
H 43.549 1.852 -0.298
H 41.814 -13.935 3.891
H 34.654 -0.195 -1.944
H 36.073 -8.580 -14.891
H 31.592 -11.003 -1.902
H 47.052 -2.772 1.536
H 40.235 -5.570 -14.994
H 29.950 -14.006 -2.019
H 31.329 0.883 -4.456
H 30.882 0.325 -0.053
H 35.001 -5.764 4.692
H 32.629 2.411 -2.637
H 44.879 -1.729 -8.828
H 45.420 -14.098 2.747
H 38.281 -7.170 -4.984
H 29.588 -1.982 -0.135
H 44.863 -2.427 -7.355
H 30.393 -3.038 -1.295
H 29.389 0.587 -0.857
H 38.500 -7.567 -15.532
H 32.176 -15.876 -3.377
H 43.660 -16.352 -3.589
H 45.386 -13.984 4.468
H 46.387 -3.080 -1.702
H 35.094 -8.572 -13.417
H 37.055 -3.295 -14.275
H 46.174 -15.820 -6.851
H 44.193 -13.931 -4.407
H 42.788 1.025 -7.617
H 36.023 -5.223 3.310
H 46.666 -17.691 -2.246
H 40.427 -5.954 -13.351
H 46.391 -14.392 -2.788
H 36.765 -8.815 -13.267
H 36.061 -4.230 -12.281
H 34.635 -12.459 -4.095
H 39.431 -8.449 -4.944
H 31.139 -12.162 -5.470
H 35.281 -6.140 -15.487
H 35.804 -2.004 4.926
H 40.378 -4.274 -13.798
H 28.460 -0.984 -2.544
H 38.067 -6.972 3.639
H 47.504 -2.620 -7.525
H 48.632 -16.206 -5.259
H 42.183 -0.039 0.957
H 37.694 -4.130 -15.716
H 46.367 0.114 -8.314
H 38.872 -5.446 -11.716
H 43.477 -1.620 -1.947
H 33.731 -14.052 -1.211
H 33.065 -2.446 -2.369
H 34.257 -6.263 -13.975
H 30.744 -13.234 -0.686
H 32.326 -0.505 -5.121
H 38.375 -8.447 -2.852
H 34.603 -0.725 -3.636
H 36.755 -7.059 -11.491
H 31.273 -14.892 -1.165
H 42.924 0.467 -1.209
H 42.965 -15.004 3.042
H 30.386 -11.917 -2.947

Forces on atoms 1 to 2 (eV/Å):
-0.535 0.524 0.997
-0.289 0.044 -0.620

Summary:
SMILES: CC1(C)CCCC(C)(C)N1O.CC1(C)CCCC(C)(C)N1O.CC1(C)CCCC(C)(C)N1O.CC1(C)CCCC(C)(C)N1O.CC1(C)CCCC(C)(C)N1O.COC[C@H](C)N.COC[C@H](C)N.COC[C@H](C)N.CCO
energy above the lowest of the compared OMol25 structures with the same formula, charge and spin: 39.3 kcal/mol
HOMO: -7.96 eV
gap between HOMO and LUMO: 8.24 eV

Atomic partial charges in e from the Mulliken method, atoms 1 to 8: -0.33, -0.50, -0.48, -0.35, -0.48, -0.35, -0.52, -0.51